Molecular formula: C41H37N6O2RhSSe
Method: DFT, the ωB97M-V functional and the def2-TZVPD basis

HOMO-LUMO gap (alpha / beta) ... 5.24 / 6.92 eV
⟨S²⟩ ... 6.0285
E ... -135343.270 eV
Multiplicity ... 5

Each line ends with the Löwdin charge.
Geometry (Å):
Rh 0.33 -0.49 -0.07  0.9339
C 1.64 -3.71 -1.14  -0.0621
C 0.49 -4.17 -0.28  -0.2370
C -0.22 -5.31 -0.62  -0.0555
C -1.25 -5.79 0.19  -0.0882
C -1.55 -5.12 1.36  -0.0628
C -0.85 -3.97 1.74  -0.2270
C -1.19 -3.29 3.04  -0.0390
C 0.16 -3.48 0.89  -0.2252
N 0.78 -2.24 1.16  -0.0040
C 1.57 -2.12 2.26  -0.4932
O 1.90 -3.00 3.04  0.0472
C 2.10 -0.71 2.43  -0.2386
C 3.16 -0.43 3.26  -0.0184
C 3.71 0.87 3.20  -0.0631
C 3.19 1.81 2.35  -0.0018
C 2.05 1.47 1.56  -0.2175
N 1.55 0.20 1.63  0.0142
C 1.48 2.36 0.63  -0.4029
O 2.02 3.36 0.12  0.0230
N 0.04 2.03 0.27  0.0288
C -0.81 2.87 1.15  -0.1283
C -1.37 2.34 2.33  -0.1814
C -1.19 0.92 2.82  -0.0495
C -2.12 3.18 3.15  -0.0573
C -2.32 4.51 2.84  -0.0774
C -1.76 5.02 1.68  -0.0489
C -0.99 4.23 0.83  -0.1842
C -0.42 4.91 -0.40  -0.0241
H 1.64 -4.25 -2.09  0.0785
H 2.59 -3.88 -0.64  0.0880
H 1.60 -2.64 -1.37  0.0134
H 0.03 -5.84 -1.53  0.1066
H -1.80 -6.68 -0.09  0.0976
H -2.34 -5.49 2.01  0.1060
H -2.17 -3.60 3.39  0.0787
H -1.17 -2.20 2.94  0.0621
H -0.44 -3.53 3.80  0.0832
H 3.56 -1.21 3.89  0.1093
H 4.56 1.13 3.82  0.1018
H 3.60 2.81 2.26  0.1142
H -0.47 0.90 3.64  0.0995
H -0.81 0.25 2.07  0.0032
H -2.14 0.54 3.21  0.0802
H -2.54 2.76 4.06  0.1123
H -2.91 5.14 3.49  0.1031
H -1.89 6.06 1.43  0.1117
H -1.16 4.92 -1.21  0.0851
H 0.49 4.44 -0.75  0.0587
H -0.19 5.94 -0.15  0.0863
S 3.19 1.74 -3.05  1.1517
C 4.19 0.58 -2.25  -0.4466
C 5.53 0.27 -2.47  -0.0824
C 6.11 -0.70 -1.67  -0.0802
C 5.37 -1.35 -0.67  -0.0610
C 4.04 -1.04 -0.46  -0.0039
C 3.45 -0.06 -1.26  -0.2698
N 2.12 0.37 -1.17  0.0278
C 1.86 1.29 -2.04  -0.5300
C 0.51 1.86 -2.19  -0.1863
C 0.04 2.07 -3.49  -0.0477
C -1.28 2.35 -3.75  -0.0873
C -2.17 2.40 -2.68  -0.0890
C -1.72 2.24 -1.39  -0.0415
C -0.36 2.04 -1.10  -0.2237
H 6.10 0.77 -3.24  0.1088
H 7.15 -0.96 -1.82  0.1044
H 5.84 -2.10 -0.05  0.1089
H 3.46 -1.53 0.31  0.1007
H 0.73 1.94 -4.31  0.1018
H -1.62 2.51 -4.77  0.1087
H -3.23 2.57 -2.86  0.1102
H -2.42 2.32 -0.57  0.1279
C -3.43 -0.34 -4.12  -0.0353
N -3.66 -0.47 -2.69  -0.1194
C -4.85 -0.19 -2.03  -0.0380
C -4.65 -0.45 -0.73  -0.0287
N -3.34 -0.89 -0.60  -0.0978
C -2.69 -1.34 0.62  -0.0214
C -2.74 -0.91 -1.81  -0.6719
Se -1.00 -1.45 -2.20  0.7812
H -3.98 0.53 -4.49  0.0932
H -3.75 -1.23 -4.65  0.0988
H -2.36 -0.19 -4.28  0.0428
H -5.72 0.17 -2.55  0.1261
H -5.31 -0.36 0.12  0.1270
H -3.26 -1.00 1.48  0.1027
H -1.71 -0.88 0.65  0.0032
H -2.57 -2.42 0.62  0.0967



Molecular formula: C4H3FO
Method: DFT, the ωB97M-V functional and the def2-TZVPD basis

HOMO-LUMO gap ... 9.38 eV
Structure (SMILES) ... O=C=CF.C#C
E ... -8956.891 eV
Multiplicity ... 1

Each line ends with the Löwdin charge.
Geometry (Å):
O 3.73 -1.69 -0.03  0.1936
C 3.04 -0.75 0.01  -0.1543
C 2.17 0.18 -0.25  -0.0983
F 2.62 1.51 -0.19  -0.0487
H 1.10 0.10 -0.06  0.0823
C -1.56 -0.35 1.26  0.0150
C -1.04 0.71 1.15  0.0025
H -1.67 -1.40 1.31  0.0199
H -0.52 1.54 0.96  -0.0120



Molecular formula: C32H28F3N5O4
Method: DFT, the ωB97M-V functional and the def2-TZVPD basis

HOMO-LUMO gap ... 8.93 eV
Structure (SMILES) ... CCOc1ccc(-n2c([C@@H](C)N(Cc3cccnc3)C(=O)Cc3ccc(OC(F)(F)F)cc3)nc3ncccc3c2=O)cc1
E ... -57433.685 eV
Multiplicity ... 1

Each line ends with the Löwdin charge.
Geometry (Å):
C -4.00 4.18 3.21  -0.0603
C -4.40 2.78 2.76  -0.2401
O -4.00 2.50 1.43  -0.0444
C -2.70 2.24 1.15  -0.2679
C -1.68 2.06 2.08  0.0048
C -0.40 1.76 1.67  0.0094
C -0.11 1.63 0.32  -0.2212
N 1.22 1.35 -0.11  0.1315
C 1.56 0.18 -0.74  -0.2150
C 0.54 -0.94 -0.81  -0.2345
C 0.73 -1.76 -2.08  -0.0062
N 0.67 -1.76 0.39  0.0133
C 2.00 -2.21 0.75  -0.0772
C 2.76 -1.18 1.54  -0.1767
C 4.11 -0.93 1.32  -0.0329
C 4.74 0.07 2.05  -0.0594
C 3.99 0.79 2.97  -0.1495
N 2.71 0.54 3.21  0.0756
C 2.12 -0.43 2.53  -0.1050
C -0.36 -2.18 1.16  -0.4582
O -0.18 -2.92 2.11  0.0637
C -1.77 -1.70 0.82  -0.0310
C -2.27 -2.24 -0.48  -0.2276
C -2.12 -3.60 -0.77  -0.0168
C -2.57 -4.12 -1.97  0.0150
C -3.18 -3.28 -2.89  -0.1934
O -3.60 -3.91 -4.08  0.1406
C -4.16 -3.21 -5.05  -0.7375
F -5.32 -2.62 -4.71  0.1583
F -4.43 -4.03 -6.06  0.1821
F -3.39 -2.23 -5.54  0.1567
C -3.35 -1.93 -2.62  0.0095
C -2.90 -1.43 -1.42  -0.0134
N 2.72 -0.05 -1.24  0.1961
C 3.72 0.86 -1.09  -0.2908
N 4.91 0.55 -1.59  0.1403
C 5.90 1.39 -1.42  -0.1306
C 5.79 2.60 -0.73  -0.0481
C 4.56 2.95 -0.21  0.0115
C 3.49 2.07 -0.39  -0.0598
C 2.16 2.37 0.12  -0.3497
O 1.84 3.39 0.69  0.1112
C -1.11 1.83 -0.63  -0.0119
C -2.39 2.13 -0.21  -0.0037
H -2.92 4.30 3.20  0.0693
H -4.43 4.92 2.54  0.0807
H -4.37 4.36 4.21  0.0788
H -4.00 2.02 3.44  0.1168
H -5.49 2.69 2.73  0.1242
H -1.87 2.16 3.14  0.1121
H 0.39 1.65 2.40  0.1095
H -0.46 -0.51 -0.82  0.1043
H 0.43 -1.18 -2.95  0.0907
H 0.12 -2.66 -2.03  0.0755
H 1.78 -2.03 -2.21  0.0713
H 2.56 -2.45 -0.16  0.1245
H 1.88 -3.11 1.35  0.1364
H 4.65 -1.50 0.58  0.1199
H 5.78 0.29 1.90  0.1047
H 4.42 1.60 3.54  0.1052
H 1.09 -0.61 2.78  0.1127
H -1.82 -0.61 0.84  0.1034
H -2.41 -2.08 1.63  0.1387
H -1.65 -4.25 -0.05  0.1281
H -2.46 -5.16 -2.21  0.1258
H -3.84 -1.27 -3.32  0.1169
H -3.04 -0.38 -1.20  0.1035
H 6.84 1.09 -1.85  0.1076
H 6.64 3.25 -0.62  0.1019
H 4.39 3.87 0.33  0.1254
H -0.88 1.77 -1.68  0.1323
H -3.18 2.29 -0.93  0.1232